(1)
{
  "formula": "C66H182N10O23",
  "method": "ωB97M-V with the def2-TZVPD basis set",
  "species": ["C", "C", "C", "O", "C", "N", "H", "H", "H", "H", "H", "H", "H", "H", "H", "H", "H", "C", "C", "C", "O", "C", "N", "H", "H", "H", "H", "H", "H", "H", "H", "H", "H", "H", "C", "C", "C", "O", "C", "N", "H", "H", "H", "H", "H", "H", "H", "H", "H", "H", "H", "C", "C", "C", "O", "C", "N", "H", "H", "H", "H", "H", "H", "H", "H", "H", "H", "H", "C", "C", "C", "O", "C", "N", "H", "H", "H", "H", "H", "H", "H", "H", "H", "H", "H", "C", "C", "C", "O", "C", "N", "H", "H", "H", "H", "H", "H", "H", "H", "H", "H", "H", "C", "C", "C", "O", "C", "N", "H", "H", "H", "H", "H", "H", "H", "H", "H", "H", "H", "C", "C", "O", "H", "H", "H", "H", "H", "H", "C", "C", "O", "H", "H", "H", "H", "H", "H", "C", "C", "O", "H", "H", "H", "H", "H", "H", "C", "C", "O", "H", "H", "H", "H", "H", "H", "C", "C", "O", "H", "H", "H", "H", "H", "H", "C", "C", "O", "H", "H", "H", "H", "H", "H", "C", "C", "O", "H", "H", "H", "H", "H", "H", "C", "C", "O", "H", "H", "H", "H", "H", "H", "C", "C", "O", "H", "H", "H", "H", "H", "H", "C", "C", "O", "H", "H", "H", "H", "H", "H", "C", "O", "C", "C", "N", "C", "C", "O", "C", "H", "H", "H", "H", "H", "H", "H", "H", "H", "H", "H", "H", "H", "H", "H", "C", "O", "C", "C", "N", "C", "C", "O", "C", "H", "H", "H", "H", "H", "H", "H", "H", "H", "H", "H", "H", "H", "H", "H", "C", "O", "C", "C", "N", "C", "C", "O", "C", "H", "H", "H", "H", "H", "H", "H", "H", "H", "H", "H", "H", "H", "H", "H"],
  "positions_angstrom": [[-3.476, -3.993, 0.740], [-3.325, -5.279, 1.489], [-2.808, -6.465, 0.583], [-2.703, -7.680, 1.287], [-1.964, -8.713, 0.688], [-2.347, -5.139, 2.573], [-4.293, -4.029, 0.020], [-2.548, -3.762, 0.216], [-3.666, -3.243, 1.508], [-4.240, -5.459, 2.053], [-1.809, -6.241, 0.208], [-3.434, -6.584, -0.302], [-2.226, -9.028, -0.322], [-1.925, -9.630, 1.275], [-0.910, -8.433, 0.680], [-2.394, -5.837, 3.302], [-1.497, -5.340, 2.066], [1.664, 0.519, -7.179], [0.166, 0.929, -7.327], [-0.523, 1.626, -6.109], [0.082, 1.187, -4.873], [-0.702, 1.607, -3.826], [-0.014, 1.643, -8.554], [2.151, 1.347, -6.662], [2.103, 0.444, -8.174], [1.776, -0.381, -6.575], [-0.312, -0.038, -7.486], [-1.551, 1.269, -6.049], [-0.474, 2.710, -6.209], [-0.107, 1.635, -2.913], [-1.644, 1.076, -3.686], [-1.091, 2.625, -3.844], [-0.962, 1.931, -8.751], [0.734, 2.302, -8.717], [3.077, -4.167, 1.640], [2.989, -2.903, 0.693], [4.168, -1.852, 1.023], [4.260, -1.158, 2.330], [3.090, -0.486, 2.678], [3.284, -3.457, -0.627], [3.121, -3.978, 2.713], [3.872, -4.869, 1.390], [2.117, -4.682, 1.598], [1.967, -2.525, 0.715], [4.037, -1.093, 0.251], [5.143, -2.279, 0.786], [3.027, -0.566, 3.763], [2.136, -0.986, 2.509], [3.139, 0.554, 2.355], [4.244, -3.540, -0.929], [3.019, -2.641, -1.161], [0.799, 2.031, 0.635], [-0.421, 1.088, 0.275], [-0.088, -0.356, -0.270], [-0.548, -0.471, -1.657], [-0.641, -1.758, -2.155], [-1.067, 1.074, 1.550], [0.433, 3.040, 0.826], [1.448, 2.109, -0.237], [1.412, 1.722, 1.482], [-1.122, 1.511, -0.445], [-0.550, -1.132, 0.342], [0.993, -0.438, -0.162], [0.177, -2.129, -2.773], [-1.631, -1.957, -2.564], [-0.444, -2.519, -1.400], [-1.935, 0.561, 1.606], [-1.520, 1.974, 1.628], [-7.096, -1.155, -2.887], [-6.790, -2.138, -4.081], [-6.250, -3.505, -3.803], [-5.073, -3.396, -2.914], [-4.578, -4.672, -2.767], [-7.802, -1.985, -5.091], [-7.221, -0.115, -3.191], [-6.356, -1.330, -2.106], [-8.013, -1.340, -2.327], [-5.933, -1.613, -4.502], [-6.024, -3.967, -4.764], [-7.093, -4.033, -3.358], [-5.214, -5.285, -2.128], [-3.720, -4.430, -2.140], [-4.316, -5.170, -3.700], [-7.521, -2.471, -5.931], [-8.653, -2.451, -4.812], [4.517, 5.963, 2.312], [4.079, 4.769, 3.109], [2.614, 4.316, 2.850], [2.390, 3.280, 3.782], [0.982, 3.106, 4.163], [4.955, 3.703, 3.146], [4.471, 5.943, 1.223], [5.383, 6.383, 2.823], [3.851, 6.793, 2.546], [4.134, 5.040, 4.164], [2.413, 4.039, 1.816], [1.975, 5.130, 3.196], [0.462, 2.873, 3.234], [0.530, 3.983, 4.626], [0.849, 2.269, 4.848], [4.735, 3.095, 2.370], [4.572, 3.268, 3.973], [0.017, -5.377, -1.928], [0.900, -6.599, -1.679], [1.523, -7.208, -3.009], [0.459, -7.558, -3.933], [0.960, -7.499, -5.322], [1.856, -6.254, -0.595], [-0.635, -4.995, -1.143], [-0.682, -5.593, -2.736], [0.501, -4.522, -2.400], [0.371, -7.393, -1.152], [2.107, -8.128, -2.977], [2.194, -6.428, -3.368], [1.378, -6.506, -5.487], [0.120, -7.540, -6.016], [1.677, -8.280, -5.574], [2.701, -6.803, -0.657], [2.129, -5.282, -0.617], [-2.759, 5.781, -2.989], [-2.243, 7.145, -3.460], [-2.119, 6.892, -4.888], [-2.015, 5.038, -3.276], [-3.773, 5.586, -3.339], [-2.740, 5.650, -1.907], [-1.373, 7.601, -2.988], [-3.067, 7.813, -3.211], [-1.192, 6.858, -5.135], [3.406, 2.590, 7.808], [4.307, 2.224, 6.527], [5.464, 2.978, 6.560], [4.020, 2.489, 8.703], [2.541, 1.928, 7.843], [3.015, 3.592, 7.631], [3.774, 2.302, 5.579], [4.524, 1.156, 6.549], [5.855, 2.801, 5.701], [-6.411, 3.794, 3.820], [-6.722, 3.546, 2.288], [-6.842, 2.166, 2.303], [-7.153, 3.388, 4.507], [-6.515, 4.868, 3.978], [-5.432, 3.353, 4.009], [-5.964, 3.925, 1.603], [-7.689, 3.957, 1.998], [-6.177, 1.875, 1.675], [-6.369, -1.360, 5.508], [-5.715, -0.129, 4.983], [-4.585, -0.345, 4.270], [-7.420, -1.203, 5.263], [-6.137, -1.588, 6.549], [-6.059, -2.139, 4.813], [-5.616, 0.558, 5.823], [-6.392, 0.216, 4.201], [-4.154, -1.111, 4.657], [-0.538, -2.089, 3.157], [-1.976, -1.714, 3.563], [-2.491, -2.718, 4.423], [0.041, -2.210, 4.073], [0.058, -1.382, 2.580], [-0.428, -3.055, 2.665], [-2.759, -1.756, 2.805], [-2.095, -0.708, 3.966], [-2.399, -3.582, 4.015], [-2.035, 5.044, 1.659], [-2.776, 4.104, 2.451], [-3.129, 4.650, 3.647], [-2.307, 6.095, 1.753], [-1.899, 4.663, 0.647], [-1.063, 5.108, 2.148], [-2.278, 3.171, 2.714], [-3.685, 4.009, 1.857], [-3.900, 5.222, 3.651], [-1.881, -2.991, -6.351], [-1.722, -4.497, -5.977], [-2.538, -5.391, -6.782], [-1.593, -2.739, -7.371], [-1.174, -2.406, -5.762], [-2.908, -2.631, -6.296], [-2.015, -4.691, -4.945], [-0.705, -4.846, -6.157], [-2.880, -6.060, -6.185], [-4.418, 0.267, -0.489], [-4.624, -0.341, 0.834], [-4.334, 0.625, 1.844], [-5.050, 1.107, -0.777], [-4.615, -0.426, -1.308], [-3.415, 0.667, -0.640], [-4.027, -1.244, 0.964], [-5.663, -0.620, 1.011], [-4.555, 0.196, 2.674], [2.260, 4.970, -3.657], [2.465, 6.346, -2.999], [2.389, 6.357, -1.635], [2.919, 4.173, -3.311], [2.525, 4.954, -4.714], [1.237, 4.670, -3.431], [1.728, 7.021, -3.436], [3.365, 6.904, -3.254], [2.417, 7.263, -1.320], [0.422, 8.322, 3.113], [-0.401, 7.578, 4.088], [-0.281, 8.298, 5.315], [0.072, 8.185, 2.090], [1.478, 8.071, 3.216], [0.512, 9.394, 3.290], [0.007, 6.574, 4.196], [-1.417, 7.483, 3.704], [-0.490, 7.683, 6.022], [10.760, -1.266, 2.031], [9.530, -0.681, 1.839], [8.985, -0.982, 0.527], [7.568, -0.530, 0.439], [7.327, 0.828, 0.973], [7.322, 1.837, -0.035], [6.463, 1.681, -1.325], [5.164, 1.482, -0.880], [4.494, 2.730, -0.530], [10.798, -2.347, 1.898], [11.119, -1.098, 3.047], [11.520, -0.849, 1.371], [9.057, -2.053, 0.339], [9.635, -0.511, -0.210], [7.041, -1.200, 1.119], [7.231, -0.703, -0.583], [6.424, 0.907, 1.417], [8.315, 1.879, -0.482], [7.156, 2.730, 0.568], [6.829, 0.796, -1.847], [6.539, 2.558, -1.968], [4.333, 3.384, -1.387], [5.057, 3.231, 0.257], [3.567, 2.560, 0.016], [-7.047, 4.757, 7.464], [-5.854, 5.388, 7.109], [-4.723, 4.946, 7.963], [-4.338, 3.475, 7.733], [-3.468, 3.544, 6.587], [-2.851, 2.310, 6.090], [-2.214, 1.262, 7.004], [-0.971, 1.775, 7.443], [-0.192, 0.666, 7.821], [-7.926, 5.059, 6.895], [-7.302, 4.891, 8.515], [-7.028, 3.708, 7.168], [-5.005, 5.082, 9.007], [-3.954, 5.701, 7.796], [-5.175, 2.777, 7.719], [-3.712, 3.259, 8.598], [-3.874, 4.037, 5.805], [-2.222, 2.565, 5.238], [-3.651, 1.752, 5.604], [-2.213, 0.319, 6.459], [-2.828, 1.166, 7.900], [0.649, 0.924, 8.466], [0.131, 0.075, 6.964], [-0.783, -0.100, 8.322], [2.561, -1.075, -4.040], [3.453, -1.695, -5.006], [3.066, -2.998, -5.453], [3.911, -3.277, -6.824], [5.281, -3.767, -6.678], [6.119, -3.864, -7.905], [5.536, -4.747, -9.083], [5.692, -6.092, -8.685], [4.631, -6.995, -9.046], [1.561, -0.776, -4.355], [3.053, -0.255, -3.516], [2.476, -1.782, -3.214], [2.028, -2.867, -5.759], [3.110, -3.860, -4.788], [4.090, -2.406, -7.453], [3.323, -4.027, -7.353], [5.256, -4.740, -6.409], [7.137, -4.158, -7.650], [6.208, -2.877, -8.357], [6.094, -4.608, -10.009], [4.486, -4.527, -9.276], [4.620, -7.184, -10.119], [3.632, -6.718, -8.710], [4.736, -7.932, -8.498]],
  "gap_ha": 0.3119,
  "charge": 0,
  "homo_ev": -8.2
}

(2)
{
  "formula": "C37H33MnN3P2",
  "method": "ωB97M-V with the def2-TZVPD basis set",
  "species": ["Mn", "C", "C", "C", "C", "C", "C", "N", "N", "C", "C", "C", "C", "C", "C", "H", "H", "H", "H", "H", "H", "H", "H", "H", "C", "N", "P", "C", "C", "C", "C", "C", "C", "C", "C", "C", "C", "C", "C", "P", "C", "C", "C", "C", "C", "C", "C", "C", "C", "C", "C", "C", "H", "H", "H", "H", "H", "H", "H", "H", "H", "H", "H", "H", "H", "H", "H", "H", "H", "H", "H", "H", "H", "H", "H", "H"],
  "positions_angstrom": [[0.361, -0.069, 1.441], [-1.046, 5.496, 1.669], [-0.605, 5.220, 2.961], [-0.170, 3.933, 3.293], [-0.169, 2.903, 2.340], [-0.617, 3.204, 1.046], [-1.053, 4.488, 0.709], [0.250, 1.576, 2.581], [0.638, 1.369, 3.750], [1.066, 0.043, 4.023], [1.507, -0.219, 5.328], [1.951, -1.491, 5.706], [1.962, -2.531, 4.779], [1.530, -2.299, 3.476], [1.089, -1.027, 3.108], [-1.384, 6.497, 1.411], [-0.599, 6.004, 3.714], [0.169, 3.742, 4.308], [-0.625, 2.422, 0.290], [-1.395, 4.697, -0.301], [1.504, 0.583, 6.062], [2.288, -1.666, 6.725], [2.307, -3.519, 5.071], [1.532, -3.098, 2.742], [0.989, -0.669, -2.415], [-0.077, -0.753, -1.370], [0.405, -1.893, -0.101], [0.438, -3.278, -1.269], [-0.592, -3.584, -2.180], [-0.400, -4.606, -3.124], [0.806, -5.322, -3.160], [1.823, -5.021, -2.249], [1.640, -4.001, -1.312], [-1.119, -2.553, 0.588], [-1.224, -3.862, 1.073], [-2.482, -4.361, 1.445], [-3.627, -3.556, 1.346], [-3.516, -2.246, 0.893], [-2.275, -1.759, 0.518], [-0.471, 0.843, -0.636], [-1.115, 1.347, -2.283], [-2.384, 0.815, -2.608], [-3.017, 1.134, -3.815], [-2.388, 1.982, -4.728], [-1.124, 2.499, -4.438], [-0.490, 2.184, -3.235], [0.907, 2.009, -0.604], [2.211, 1.494, -0.480], [3.322, 2.298, -0.710], [3.149, 3.653, -0.977], [1.858, 4.200, -0.994], [0.732, 3.383, -0.811], [1.243, -1.639, -2.880], [1.985, -0.379, -2.015], [0.758, 0.039, -3.228], [-1.516, -3.013, -2.194], [-1.175, -4.835, -3.849], [0.961, -6.107, -3.899], [2.766, -5.566, -2.280], [2.456, -3.756, -0.633], [-0.355, -4.509, 1.117], [-2.583, -5.385, 1.785], [-4.605, -3.948, 1.611], [-4.396, -1.609, 0.802], [-2.270, -0.762, 0.147], [-2.905, 0.151, -1.920], [-4.004, 0.731, -4.040], [-2.879, 2.235, -5.665], [-0.625, 3.147, -5.152], [0.495, 2.585, -3.103], [2.397, 0.448, -0.266], [4.314, 1.847, -0.690], [4.024, 4.272, -1.140], [1.736, 5.255, -1.187], [-0.265, 3.804, -0.903], [1.972, 0.357, 0.982]],
  "gap_ha": [0.2118, 0.2676],
  "charge": 1,
  "spin_multiplicity": 5,
  "homo_ev": [-10.1, -11.1]
}

(3)
{
  "formula": "C4H9N3O",
  "method": "ωB97M-V with the def2-TZVPD basis set",
  "species": ["C", "C", "C", "N", "C", "O", "N", "N", "H", "H", "H", "H", "H", "H", "H", "H", "H"],
  "positions_angstrom": [[0.793, 1.376, 0.755], [0.457, 0.019, 0.200], [1.264, -0.658, -0.646], [2.555, -0.287, -0.967], [-0.744, -0.701, 0.752], [-0.912, -1.886, 0.951], [-1.737, 0.090, 0.147], [-2.983, -0.477, -0.209], [1.576, 1.298, 1.505], [-0.079, 1.828, 1.210], [1.158, 2.043, -0.033], [0.981, -1.656, -0.949], [2.731, 0.702, -1.016], [2.959, -0.794, -1.730], [-1.646, 1.045, -0.160], [-3.568, -0.484, 0.631], [-2.805, -1.457, -0.442]],
  "gap_ha": 0.3176,
  "smiles": "C/C(=C\\N)C(=O)NN",
  "charge": 0,
  "e_above_lowest_ev": 2.493,
  "homo_ev": -7.9
}

Number 1: electronic energy -4901.15628 Ha. Number 2: electronic energy -3427.20906 Ha. Number 3: electronic energy -397.25904 Ha.